# 1
This record from the OMol25 dataset describes the molecule C26H32N4O3S. The level of theory is wB97M-V/def2-TZVPD.

Properties
- 2S+1: 1
- ΔE to the lowest compared entry with this formula, charge and spin: 24.6 kJ/mol
- SMILES string: CCCCNC(=O)CSc1nc2ccc(N3CCOCC3)cc2c(=O)n1CCc1ccccc1

Each line ends with the Löwdin charge.
Positions of all 66 atoms, in Å:
C 5.79557 2.24690 -0.80421  -0.104
H 6.15567 2.60233 -1.76685  0.074
C 5.80833 0.72378 -0.75972  -0.270
C 4.89458 0.13182 -1.83154  -0.191
H 3.88144 0.51602 -1.70047  0.096
C 4.86173 -1.39740 -1.81698  -0.175
N 4.20616 -1.92980 -0.64410  0.041
C 3.07730 -2.66284 -0.69968  -0.569
O 2.51089 -2.96365 -1.72588  0.065
C 2.57463 -3.12710 0.66491  -0.346
H 3.25811 -3.86302 1.08903  0.086
H 1.57158 -3.53960 0.56661  0.074
S 2.48965 -1.76127 1.85881  1.012
C 0.92469 -1.06752 1.41010  -0.569
N 0.13353 -1.80874 0.73249  0.111
C -1.07231 -1.29158 0.35300  -0.219
C -1.93577 -2.03682 -0.45223  0.005
C -3.15289 -1.52354 -0.82723  -0.005
C -3.57536 -0.23764 -0.42943  -0.208
C -2.69988 0.50774 0.35918  0.057
C -1.47267 -0.00693 0.75547  -0.067
C -0.57209 0.80329 1.56524  -0.363
O -0.82283 1.91408 1.98852  0.088
N 0.66050 0.19704 1.84441  0.001
C 1.69120 1.02972 2.43139  -0.147
H 1.17206 1.86574 2.90607  0.129
H 2.23946 0.45784 3.18418  0.101
C 2.64392 1.55507 1.34167  -0.128
C 1.84635 2.14883 0.21443  -0.244
C 1.38619 1.34022 -0.81852  -0.056
C 0.56564 1.85509 -1.80600  -0.066
C 0.20052 3.18926 -1.77535  -0.084
C 0.66502 4.00561 -0.75826  -0.076
C 1.47951 3.48738 0.23170  -0.040
H 1.82586 4.12332 1.03358  0.117
H 0.38224 5.04756 -0.72937  0.103
H -0.44685 3.59069 -2.54091  0.101
H 0.20642 1.20780 -2.59255  0.109
H 1.65808 0.29297 -0.85192  0.109
H 3.30094 2.30076 1.79045  0.123
H 3.25203 0.72846 0.97234  0.068
H -2.92783 1.51441 0.67154  0.117
N -4.77052 0.31451 -0.85133  -0.100
C -5.65051 -0.38139 -1.76748  -0.140
H -5.07911 -0.97296 -2.48014  0.116
C -6.65704 -1.24698 -0.99858  -0.187
O -7.41195 -0.45089 -0.11078  -0.132
C -6.57705 0.24324 0.78946  -0.182
H -7.23946 0.84598 1.41250  0.126
C -5.56206 1.12944 0.05117  -0.128
H -4.93203 1.63858 0.77574  0.112
H -6.09776 1.87703 -0.54301  0.130
H -6.03157 -0.47350 1.42438  0.131
H -7.37583 -1.71241 -1.67486  0.126
H -6.12310 -2.02934 -0.43679  0.125
H -6.20547 0.38258 -2.32390  0.130
H -3.79442 -2.14231 -1.43462  0.099
H -1.62864 -3.02054 -0.76997  0.117
H 4.60482 -1.71380 0.25685  0.106
H 4.29602 -1.76890 -2.67449  0.120
H 5.88304 -1.79172 -1.86754  0.123
H 5.24444 0.45488 -2.81366  0.117
H 5.48663 0.39623 0.23154  0.089
H 6.82810 0.36214 -0.91282  0.109
H 4.78503 2.62270 -0.65877  0.061
H 6.43357 2.65858 -0.02581  0.070

***

# 2
This record from the OMol25 dataset describes a cluster of 2 separate species, C3H7NO2 in total. The level of theory is wB97M-V/def2-TZVPD.

Properties
- 2S+1: 1
- ΔE to the lowest compared entry with this formula, charge and spin: 271.5 kJ/mol
- SMILES string: C=NCC=O.O

Each line ends with the Löwdin charge.
Positions of all 13 atoms, in Å:
C 1.44277 0.30452 0.17900  -0.277
C 0.35417 1.12206 -0.42058  -0.128
O 2.28206 -0.30787 -0.45799  0.029
H 0.95389 -2.02136 -0.81143  0.046
H 1.29240 0.08119 1.24628  0.126
H 0.45898 1.24634 -1.49755  0.110
H 0.32293 2.08337 0.11305  0.112
C -1.65900 0.32220 0.79784  -0.070
O 0.06694 -2.09384 -0.38011  -0.088
N -0.99947 0.29742 -0.26698  -0.033
H -0.54297 -1.71114 -1.01694  0.022
H -2.48939 -0.36268 0.91155  0.074
H -1.48330 1.03978 1.60387  0.078

***

Number 1: E_HOMO -7.328 eV, strongest force on any atom 0.893 eV Å⁻¹, HOMO-LUMO gap 7.79 eV. Number 2: E_HOMO -9.913 eV, strongest force on any atom 2.530 eV Å⁻¹, HOMO-LUMO gap 10.46 eV.